{
  "formula": "C9H5GaNO4",
  "method": "ωB97M-V/def2-TZVPD",
  "species": ["Ga", "O", "C", "C", "O", "C", "O", "C", "O", "C", "C", "C", "N", "C", "C", "H", "H", "H", "H", "H"],
  "xyz": [[0.166, -1.813, -0.586], [1.124, -1.944, 3.359], [0.858, -1.958, 2.253], [-1.699, -1.693, -0.934], [-2.790, -1.502, -1.283], [1.852, -1.764, -1.457], [2.776, -1.749, -2.152], [0.112, -4.260, -0.166], [0.020, -5.410, -0.180], [-0.410, 3.195, 0.135], [-0.398, 2.439, 1.308], [-0.159, 1.059, 1.253], [0.044, 0.461, 0.061], [0.039, 1.154, -1.086], [-0.195, 2.543, -1.078], [-0.605, 4.275, 0.169], [-0.574, 2.875, 2.283], [-0.148, 0.421, 2.158], [0.179, 0.607, -2.031], [-0.191, 3.064, -2.027]],
  "nbo_charge": [1.256, -0.297, 0.505, 0.481, -0.098, 0.490, -0.080, 0.544, -0.211, -0.063, -0.167, 0.037, -0.543, -0.002, -0.175, 0.297, 0.292, 0.243, 0.204, 0.289],
  "spin_multiplicity": 1,
  "e_lumo_ev": -15.4,
  "e_above_lowest_kcal_mol": 27.23,
  "charge": 3
}



{
  "formula": "C26H53ClMnO2P2Si2",
  "method": "ωB97M-V/def2-TZVPD",
  "species": ["Mn", "C", "C", "C", "Si", "C", "C", "Si", "H", "H", "H", "Cl", "C", "C", "C", "C", "H", "H", "H", "H", "H", "H", "H", "H", "H", "H", "H", "H", "C", "C", "P", "H", "H", "P", "H", "H", "C", "C", "C", "C", "C", "H", "C", "H", "H", "H", "H", "H", "H", "H", "C", "C", "H", "H", "H", "H", "H", "H", "H", "C", "C", "H", "H", "H", "H", "H", "H", "C", "C", "H", "H", "H", "H", "H", "H", "H", "C", "H", "H", "H", "C", "O", "C", "O", "H", "H", "H"],
  "xyz": [[0.421, 0.110, 0.302], [1.795, -1.529, 0.748], [1.507, -1.866, -0.621], [2.007, -0.793, -1.420], [0.676, -3.476, -1.128], [2.534, 0.212, -0.574], [2.452, -0.237, 0.808], [3.018, 0.592, 2.398], [1.716, -2.208, 1.581], [2.026, -0.787, -2.511], [3.048, 1.116, -0.891], [-2.882, 2.863, -2.250], [3.164, -0.683, 3.744], [4.619, 1.492, 2.101], [0.868, -4.746, 0.223], [1.407, -4.103, -2.722], [5.240, 0.900, 1.415], [5.148, 1.579, 3.060], [4.489, 2.497, 1.680], [2.251, -1.287, 3.821], [3.344, -0.187, 4.706], [4.010, -1.350, 3.528], [2.474, -3.846, -2.749], [0.925, -3.709, -3.624], [1.316, -5.199, -2.728], [1.927, -5.019, 0.327], [0.296, -5.649, -0.032], [0.510, -4.363, 1.188], [1.636, 1.810, 2.869], [-1.171, -3.073, -1.310], [0.654, 2.343, 1.419], [2.073, 2.666, 3.408], [0.960, 1.287, 3.565], [-1.566, -1.369, -1.879], [-1.623, -3.189, -0.309], [-1.631, -3.832, -1.966], [-3.438, -1.365, -2.061], [-0.965, -1.444, -3.673], [1.860, 3.499, 0.543], [-0.674, 3.499, 2.022], [-2.079, 2.943, 1.790], [-0.559, 4.396, 1.390], [-0.491, 3.895, 3.488], [-0.529, 3.016, 4.144], [-1.314, 4.564, 3.772], [0.448, 4.431, 3.672], [-2.351, 2.966, 0.729], [-2.806, 3.559, 2.336], [-2.171, 1.904, 2.136], [2.758, 2.879, 0.391], [2.237, 4.712, 1.401], [1.338, 3.942, -0.826], [2.707, 4.441, 2.354], [1.365, 5.348, 1.606], [2.961, 5.320, 0.841], [1.257, 3.109, -1.535], [2.041, 4.670, -1.257], [0.360, 4.438, -0.754], [0.080, -1.783, -3.575], [-0.962, -0.049, -4.311], [-1.730, -2.451, -4.534], [-1.651, -3.483, -4.168], [-1.306, -2.430, -5.547], [-2.792, -2.184, -4.617], [-0.137, 0.565, -3.930], [-1.901, 0.496, -4.133], [-0.824, -0.147, -5.396], [-4.063, -0.475, -0.979], [-4.076, -2.753, -2.045], [-3.612, -0.888, -3.041], [-3.851, -3.279, -1.110], [-3.763, -3.377, -2.889], [-5.165, -2.631, -2.111], [-3.627, -0.667, 0.012], [-5.143, -0.669, -0.924], [-3.922, 0.585, -1.219], [-1.308, 1.661, -1.176], [-1.917, 1.107, -0.461], [-0.910, 1.140, -2.047], [-0.727, 2.512, -0.821], [-1.186, -2.314, 3.414], [-0.283, -1.766, 2.419], [-0.753, -0.730, 1.697], [-1.903, -0.309, 1.839], [-1.456, -1.547, 4.148], [-0.620, -3.114, 3.889], [-2.083, -2.716, 2.930]],
  "lowdin_spin": [2.900, -0.015, 0.016, 0.028, 0.004, 0.004, 0.016, 0.006, 0.000, 0.003, 0.000, 0.068, 0.001, 0.002, 0.000, 0.001, 0.000, 0.000, 0.000, 0.000, 0.000, 0.000, 0.000, 0.000, 0.000, 0.000, 0.000, 0.000, -0.004, 0.000, -0.022, -0.001, -0.001, 0.023, 0.000, 0.000, 0.005, 0.003, -0.007, 0.001, 0.000, 0.000, 0.000, 0.000, 0.000, 0.000, 0.000, 0.000, 0.000, 0.000, -0.002, 0.000, 0.000, 0.000, 0.000, 0.000, 0.000, 0.000, 0.000, 0.000, 0.001, 0.000, 0.000, 0.000, 0.000, 0.000, 0.000, 0.000, 0.001, 0.000, 0.000, 0.000, 0.000, 0.000, 0.000, 0.000, 0.020, 0.006, 0.004, 0.005, -0.004, -0.014, -0.053, 0.003, 0.000, 0.000, -0.001],
  "spin_multiplicity": 4,
  "e_lumo_ev": [-0.2, -0.5],
  "e_above_lowest_kcal_mol": 27.20
}



{
  "formula": "C4H4O3",
  "method": "ωB97M-V/def2-TZVPD",
  "species": ["O", "C", "C", "C", "O", "C", "O", "H", "H", "H", "H"],
  "xyz": [[-1.439, 1.561, 0.979], [-0.968, 1.166, -0.055], [-0.032, -0.023, -0.141], [1.377, 0.303, -0.538], [1.871, 1.382, -0.322], [-0.300, -1.227, 0.650], [-0.581, -1.187, -0.742], [-1.203, 1.640, -1.028], [1.918, -0.517, -1.053], [0.522, -1.881, 0.941], [-1.166, -1.218, 1.309]],
  "nbo_charge": [-0.473, 0.436, -0.028, 0.421, -0.488, -0.075, -0.454, 0.128, 0.130, 0.194, 0.210],
  "spin_multiplicity": 1,
  "e_lumo_ev": 0.4,
  "e_above_lowest_kcal_mol": 53.23,
  "smiles": "O=CC1(C=O)CO1"
}



{
  "formula": "C2H5NO2S",
  "method": "ωB97M-V/def2-TZVPD",
  "species": ["C", "O", "C", "S", "N", "O", "H", "H", "H", "H", "H"],
  "xyz": [[0.850, -0.191, 1.950], [0.710, 0.623, 0.770], [-0.135, 0.295, -0.177], [-0.696, 1.372, -1.267], [-0.532, -0.996, -0.305], [0.413, -1.980, -0.063], [-0.056, -0.717, 2.140], [1.095, 0.591, 2.680], [1.711, -0.856, 1.813], [-1.094, -1.229, -1.108], [-0.065, -2.542, 0.579]],
  "nbo_charge": [-0.258, -0.477, 0.364, -0.176, -0.367, -0.545, 0.183, 0.207, 0.201, 0.397, 0.471],
  "spin_multiplicity": 1,
  "e_lumo_ev": 0.4,
  "e_above_lowest_kcal_mol": 58.99,
  "smiles": "COC(=S)NO"
}



{
  "formula": "C17H12Cl2FeO5S",
  "method": "ωB97M-V/def2-TZVPD",
  "species": ["Cl", "C", "C", "C", "C", "S", "C", "Cl", "O", "O", "C", "C", "H", "H", "H", "H", "H", "O", "C", "Fe", "C", "O", "C", "O", "C", "C", "C", "C", "C", "C", "C", "H", "H", "H", "H", "H", "H", "H"],
  "xyz": [[1.026, 6.103, 1.221], [0.557, 4.482, 0.882], [-0.788, 4.105, 1.007], [-1.164, 2.784, 0.745], [-0.194, 1.853, 0.365], [-0.659, 0.115, 0.062], [-0.306, -0.696, 1.544], [-0.704, -2.276, 1.790], [-2.084, 0.164, -0.204], [0.221, -0.309, -1.003], [1.145, 2.225, 0.243], [1.527, 3.542, 0.504], [-1.536, 4.844, 1.309], [-2.212, 2.482, 0.833], [0.167, -0.125, 2.324], [1.893, 1.487, -0.061], [2.574, 3.842, 0.413], [3.370, -8.990, 4.239], [2.571, -8.342, 3.694], [1.467, -7.172, 3.015], [1.576, -6.406, 4.586], [1.808, -5.919, 5.608], [2.891, -6.220, 2.528], [3.765, -5.564, 2.135], [-0.325, -5.950, 2.387], [-0.003, -6.161, 1.047], [0.572, -7.294, 0.548], [0.952, -8.412, 1.304], [0.257, -8.948, 2.413], [-0.709, -8.313, 3.172], [-0.715, -6.930, 3.322], [-0.466, -4.916, 2.708], [-0.141, -5.325, 0.361], [0.849, -7.285, -0.505], [1.711, -9.063, 0.863], [0.432, -10.004, 2.625], [-1.336, -8.912, 3.839], [-1.236, -6.550, 4.202]],
  "lowdin_spin": [0.000, 0.000, 0.000, 0.000, -0.002, 0.032, 0.628, 0.201, 0.055, 0.060, 0.000, 0.001, 0.000, 0.000, 0.026, 0.000, 0.000, -0.024, 0.006, 1.944, 0.008, -0.021, -0.002, -0.026, 0.195, 0.192, 0.181, 0.203, 0.017, 0.255, 0.025, 0.005, 0.009, 0.009, 0.004, 0.002, 0.015, 0.002],
  "spin_multiplicity": 5,
  "e_lumo_ev": [-0.4, -1.7]
}



{
  "formula": "C14H14N2",
  "method": "ωB97M-V/def2-TZVPD",
  "species": ["N", "C", "C", "C", "C", "C", "C", "C", "C", "N", "C", "C", "C", "C", "C", "C", "H", "H", "H", "H", "H", "H", "H", "H", "H", "H", "H", "H", "H", "H"],
  "xyz": [[0.081, 0.521, -3.318], [0.414, -0.341, -2.210], [0.615, 0.485, -0.846], [-0.714, 0.884, -0.234], [-1.193, 2.139, -0.475], [-2.381, 2.571, 0.041], [-3.169, 1.752, 0.814], [-2.764, 0.414, 1.007], [-1.508, -0.022, 0.526], [-0.885, -1.257, 0.865], [0.494, -1.299, 0.858], [1.005, -2.142, 1.753], [2.393, -2.239, 2.043], [3.245, -1.355, 1.343], [2.727, -0.450, 0.275], [1.372, -0.487, 0.081], [-0.289, 1.415, -3.007], [-0.511, 0.083, -3.915], [1.364, -0.809, -2.386], [-0.275, -1.178, -2.019], [1.325, 1.282, -1.038], [-0.521, 2.862, -0.923], [-2.634, 3.593, -0.078], [-4.225, 2.081, 1.231], [-3.476, -0.156, 1.552], [-1.099, -1.699, 1.739], [0.216, -2.530, 2.305], [2.772, -2.814, 2.904], [4.267, -1.473, 1.465], [3.352, 0.167, -0.357]],
  "nbo_charge": [-0.838, -0.194, -0.253, -0.085, -0.191, -0.248, -0.183, -0.286, 0.244, -0.593, 0.151, -0.231, -0.207, -0.218, -0.206, -0.020, 0.360, 0.357, 0.178, 0.177, 0.221, 0.209, 0.211, 0.221, 0.217, 0.382, 0.178, 0.222, 0.203, 0.222],
  "spin_multiplicity": 1,
  "e_lumo_ev": 1.0,
  "e_above_lowest_kcal_mol": 37.38,
  "smiles": "NCC1c2ccccc2Nc2ccccc21"
}



Number 1: largest force on an atom 9.05 eV/A, total energy -2625.115177 Eh. Number 2: largest force on an atom 3.05 eV/A, total energy -4045.829173 Eh. Number 3: largest force on an atom 0.57 eV/A, total energy -380.462198 Eh. Number 4: largest force on an atom 1.84 eV/A, total energy -682.545583 Eh. Number 5: largest force on an atom 5.08 eV/A, total energy -3613.242174 Eh. Number 6: largest force on an atom 3.73 eV/A, total energy -651.353935 Eh.